Record 1
Computed, not measured: a cluster of 2 separate species, C5H14S in total at a distorted geometry, with ωB97M-V/def2-TZVPD.

XYZ file:
```
20
Properties=species:S:1:pos:R:3:forces:R:3
C -2.219 -0.218 0.962 -1.8 0.2 1.6
C -2.387 0.731 -0.177 -2.9 -0.2 -1.3
C -3.036 2.073 0.121 -0.1 2.3 3.1
H -2.353 -1.192 0.518 0.3 -0.6 0.5
H -1.256 -0.096 1.410 0.7 -0.2 0.4
H -3.014 -0.060 1.798 1.2 -0.4 -1.5
H -1.407 0.859 -0.640 -0.3 0.2 -0.4
H -3.158 0.258 -0.895 1.6 0.4 0.6
H -3.486 2.539 -0.756 0.8 0.3 -0.1
H -2.265 2.684 0.703 -0.6 0.0 -1.5
H -3.887 2.289 0.927 1.2 -1.9 -1.5
C 3.406 -1.122 -1.795 0.9 2.6 0.2
S 1.933 -0.770 -0.681 1.5 -0.1 -1.1
C 2.755 -1.168 0.860 1.1 2.1 2.2
H 4.120 -0.257 -1.941 -0.9 0.0 1.1
H 4.058 -1.821 -1.329 0.0 -1.2 0.1
H 3.289 -1.215 -2.858 -1.2 -1.2 -0.3
H 2.280 -0.550 1.718 -0.1 -1.6 -1.3
H 3.797 -0.723 1.039 -1.1 -0.6 -1.2
H 2.829 -2.240 1.016 -0.3 0.0 0.4
```
Forces are in eV/Å.

E_tot in eV: -16245.415
Energy above the lowest of the compared OMol25 structures with the same formula, charge and spin in kJ/mol: 182.0
Orbital gap in eV: 9.70
Total charge: 0
Molar mass in g/mol: 106.23
Structure (SMILES): CCC.CSC

---

Record 2
Computed, not measured: a cluster of 3 separate species, C5H13N3O5 in total at a distorted geometry, with ωB97M-V/def2-TZVPD.

XYZ file:
```
26
Properties=species:S:1:pos:R:3:forces:R:3
C 1.321 1.785 -0.532 -1.3 -0.1 -0.3
N 0.877 2.603 0.656 0.7 0.0 0.7
O -0.324 2.705 0.894 0.4 -0.3 -0.6
O 1.764 2.984 1.395 -0.8 -0.1 -0.8
H 1.054 0.773 -0.226 1.0 -0.1 0.3
H 2.341 2.012 -0.841 -0.2 -0.3 0.5
H 0.635 1.869 -1.375 0.0 1.0 0.0
C 2.411 -1.285 0.508 1.0 -0.6 -0.4
N 2.430 -2.755 0.746 -1.5 -1.5 0.4
O 1.935 -3.453 -0.161 1.3 0.8 1.9
O 2.784 -3.120 1.882 -0.5 0.4 -2.6
H 3.436 -1.012 0.761 -0.4 0.7 0.5
H 1.589 -0.904 1.114 0.5 0.2 0.2
H 2.280 -1.087 -0.555 -0.2 -0.3 0.1
C -1.519 -1.093 0.852 -0.7 -1.1 1.3
O -0.740 -2.008 0.779 0.2 0.4 -0.3
N -1.984 -0.397 -0.223 -1.5 2.8 -2.3
C -2.902 0.720 -0.004 0.0 0.9 0.9
C -1.552 -0.266 -1.619 1.0 -1.4 0.2
H -2.104 -0.744 1.718 0.7 -0.4 0.5
H -3.799 0.771 -0.621 -0.1 -1.0 -0.1
H -2.407 1.619 -0.370 0.5 0.1 0.1
H -3.155 0.958 1.029 0.1 -0.7 0.1
H -2.432 -0.443 -2.238 0.0 0.6 -0.1
H -1.142 0.744 -1.614 -0.2 -0.1 -0.8
H -0.796 -0.976 -1.955 0.0 -0.1 0.5
```
Forces are in eV/Å.

E_tot in eV: -20087.305
Orbital gap (alpha / beta) in eV: 9.71 / 4.65
Total charge: +1
Molar mass in g/mol: 195.18
2S+1: 2

---

Record 3
Computed, not measured: the molecule C18H18ClNO2S2 at a distorted geometry, with ωB97M-V/def2-TZVPD.

XYZ file:
```
42
Properties=species:S:1:pos:R:3:forces:R:3
O 0.142 -0.455 1.816 1.6 0.4 -1.0
C 0.871 -0.397 0.827 -1.7 0.5 1.1
O 1.853 0.516 0.625 -1.1 -0.9 0.7
C 2.068 1.483 1.681 1.7 1.1 0.4
C 2.832 0.878 2.900 -0.2 -0.6 0.0
C 3.370 1.933 3.869 -1.9 1.5 -0.4
C 4.190 2.986 3.161 0.2 1.3 -0.2
C 3.398 3.659 1.992 0.3 -0.5 0.7
C 2.929 2.597 0.995 -0.3 0.0 -0.1
C 0.506 -1.243 -0.347 0.6 -1.0 -2.5
C -0.867 -1.512 -0.607 1.7 0.7 0.1
C -1.291 -2.143 -1.784 1.6 -0.2 0.0
N -2.668 -2.217 -1.937 -1.8 0.4 -2.1
C -3.411 -1.688 -2.994 0.8 0.4 -0.1
S -2.804 -1.176 -4.457 0.3 -0.4 0.8
C -4.850 -1.509 -2.729 -1.7 -0.6 0.7
C -5.541 -1.979 -1.522 0.4 0.8 -1.3
C -6.872 -1.746 -1.592 -0.2 0.0 0.4
S -7.447 -0.989 -3.062 2.7 -0.5 0.5
C -5.762 -0.964 -3.614 0.2 -0.2 0.0
C -0.352 -2.658 -2.698 0.4 0.7 1.0
C 1.022 -2.430 -2.429 -2.2 -0.7 -1.0
C 1.450 -1.720 -1.354 -1.1 1.0 2.1
Cl 3.146 -1.457 -1.216 0.3 0.0 0.2
H 1.137 1.960 2.048 0.2 -0.6 -0.4
H 3.714 0.308 2.536 -0.7 0.0 0.0
H 2.139 0.228 3.486 0.6 0.1 -0.7
H 3.927 1.523 4.679 0.3 -0.7 0.5
H 2.479 2.452 4.323 0.7 -0.4 -0.2
H 4.549 3.790 3.864 -0.4 -0.8 -0.5
H 5.086 2.499 2.771 0.1 0.1 -0.2
H 4.036 4.388 1.484 -0.1 -0.1 0.0
H 2.546 4.218 2.394 0.0 -0.1 0.1
H 3.845 2.205 0.518 -0.5 -0.4 0.2
H 2.328 3.065 0.191 0.2 -0.3 0.3
H -1.608 -1.073 0.060 0.2 -0.2 0.0
H -3.175 -2.360 -1.097 -0.3 0.0 0.5
H -5.019 -2.388 -0.666 -0.4 -0.1 0.0
H -7.534 -1.936 -0.769 -0.4 -0.1 0.0
H -5.425 -0.593 -4.585 -0.6 -0.1 0.3
H -0.616 -3.205 -3.606 -0.2 0.3 0.4
H 1.679 -2.850 -3.153 0.8 0.0 -0.2
```
Forces are in eV/Å.

E_tot in eV: -58736.044
Energy above the lowest of the compared OMol25 structures with the same formula, charge and spin in kJ/mol: 21.8
Orbital gap in eV: 8.18
Total charge: 0
Molar mass in g/mol: 379.93
Structure (SMILES): O=C(OC1CCCCC1)c1cc(NC(=S)c2ccsc2)ccc1Cl

---

Record 4
Computed, not measured: the molecule C3H2ClNS2 at a distorted geometry, with ωB97M-V/def2-TZVPD.

XYZ file:
```
9
Properties=species:S:1:pos:R:3:forces:R:3
C 0.737 0.297 0.047 -1.0 -1.6 -0.5
C -0.202 -0.946 -0.204 0.8 3.3 1.5
C 0.203 1.546 -0.117 1.8 -0.6 0.5
N -1.124 -1.179 0.577 -0.7 -0.5 0.5
S 2.335 -0.313 0.277 -0.4 1.4 0.4
S -2.294 -1.806 1.433 0.3 0.1 -0.4
Cl 0.299 -1.729 -1.573 -0.1 -1.9 -2.0
H 0.815 2.417 0.079 0.1 0.0 -0.1
H -0.769 1.712 -0.517 -0.7 -0.2 0.1
```
Forces are in eV/Å.

E_tot in eV: -38822.641
Energy above the lowest of the compared OMol25 structures with the same formula, charge and spin in kJ/mol: 213.6
Orbital gap (alpha / beta) in eV: 5.91 / 7.45
Total charge: 0
Molar mass in g/mol: 151.64

---

Record 5
Computed, not measured: a structure of composition C18H9Br4N6O2ReS3 at a distorted geometry, with ωB97M-V/def2-TZVPD.

XYZ file:
```
43
Properties=species:S:1:pos:R:3:forces:R:3
Re -0.349 -0.180 -0.005 -1.5 -1.0 -2.5
C 0.627 2.823 2.958 -0.1 -0.2 -0.2
C 0.284 1.583 2.198 0.0 0.8 -0.6
N -0.071 1.593 0.911 0.0 -0.1 0.6
N -0.107 2.827 0.368 0.4 1.0 0.3
C -0.715 3.161 -0.713 -0.3 -0.2 -0.2
N -0.586 4.448 -1.102 -0.2 -0.1 0.0
S -0.461 0.815 -2.224 -0.8 -0.3 0.7
C 0.283 0.299 2.792 0.1 -0.9 0.0
C 0.647 0.017 4.121 -0.1 0.2 -0.4
C 0.634 -1.279 4.568 -0.2 -0.3 -0.2
C 0.241 -2.297 3.688 0.1 0.3 0.2
C -0.123 -1.963 2.405 -0.1 -0.5 0.1
N -0.108 -0.707 1.947 0.4 0.1 1.5
H 0.632 3.668 2.277 0.0 0.0 0.1
H -0.116 3.001 3.734 0.0 0.1 0.2
H 1.610 2.721 3.414 0.1 0.0 0.1
H 0.018 5.051 -0.571 0.0 -0.1 0.0
H -1.088 4.793 -1.902 0.2 0.0 0.0
H 0.946 0.826 4.765 0.0 0.1 0.1
H 0.914 -1.513 5.585 0.0 0.0 0.1
H 0.220 -3.328 4.005 0.0 -0.1 0.0
H -0.452 -2.722 1.703 0.1 0.1 -0.1
Br 4.833 -4.795 -1.260 0.2 0.0 0.0
C 3.166 -3.913 -1.228 -0.1 -0.4 -0.2
C 2.032 -4.553 -1.716 0.5 -0.2 0.0
Br 2.170 -6.282 -2.465 0.0 -0.1 -0.1
C 0.793 -3.932 -1.629 -0.4 0.4 0.0
Br -0.781 -4.791 -2.239 0.0 0.2 0.1
C 0.660 -2.656 -1.076 2.1 -0.9 -0.1
O -0.472 -2.075 -0.886 -1.4 1.6 0.7
C 1.849 -1.964 -0.637 -0.3 -1.4 -0.3
O 1.716 -0.780 -0.152 -1.3 1.5 0.4
C 3.070 -2.636 -0.693 0.0 0.2 0.1
Br 4.580 -1.744 0.015 -0.1 0.1 0.0
S -2.732 0.222 -0.027 2.3 1.5 -0.9
C -2.792 1.705 -0.892 1.1 -2.1 1.0
C -3.979 2.396 -0.988 -1.8 1.0 0.1
N -4.942 3.037 -1.029 0.2 -0.2 0.0
C -1.608 2.299 -1.582 0.6 -1.0 0.4
S 1.134 1.629 -2.973 0.7 0.4 -0.2
C -2.019 2.973 -2.775 -0.1 0.3 -0.7
N -2.319 3.484 -3.758 -0.1 0.2 -0.1
```
Forces are in eV/Å.

E_tot in eV: -346654.730
Energy above the lowest of the compared OMol25 structures with the same formula, charge and spin in kJ/mol: 236.6
Orbital gap (alpha / beta) in eV: 4.51 / 4.63
Total charge: -1
Molar mass in g/mol: 943.33
2S+1: 2

---

Record 6
Computed, not measured: a structure of composition C18H48FeLiO22PS6 at a distorted geometry, with ωB97M-V/def2-TZVPD.

XYZ file:
```
97
Properties=species:S:1:pos:R:3:forces:R:3
Li -0.297 1.091 2.553 0.3 1.2 0.6
Fe 0.312 -2.587 1.904 0.0 -1.3 0.8
P 0.279 -0.626 0.816 -0.2 1.8 1.1
O 0.066 0.816 0.647 0.6 0.1 -2.1
O -0.308 -0.882 2.216 -3.3 0.8 6.1
O 1.571 -1.339 1.314 3.9 -0.4 -1.7
O -0.428 -1.898 0.335 -1.3 -1.7 -4.4
O 3.178 2.419 5.230 -0.9 -1.5 -1.4
S 2.733 1.414 4.291 4.8 -1.0 1.8
O 1.539 1.557 3.563 -2.5 0.1 -1.5
O 3.990 1.218 3.244 -1.4 0.8 0.9
C 3.807 0.437 2.029 0.6 -0.1 0.5
C 5.156 0.407 1.330 0.8 -1.2 -1.0
C 2.693 -0.266 5.077 -0.1 1.1 -0.4
H 2.968 0.811 1.442 0.2 0.3 0.0
H 3.548 -0.562 2.380 0.0 -0.1 -0.4
H 5.165 0.022 0.310 -1.1 0.2 -0.5
H 5.776 -0.415 1.687 0.2 0.4 1.1
H 5.771 1.298 1.200 -0.5 0.3 0.7
H 1.971 -0.157 5.886 0.1 -0.2 0.0
H 3.674 -0.584 5.430 -0.1 0.5 0.1
H 2.361 -0.982 4.325 -0.2 0.2 0.0
O 2.211 -4.710 -3.510 -1.7 1.5 -1.5
S 1.535 -3.932 -4.563 1.0 -0.3 -2.7
O 1.063 -4.549 -5.837 0.5 1.1 3.8
O 0.310 -2.988 -4.001 0.0 -0.7 0.8
C 0.451 -2.139 -2.812 1.0 -1.3 0.2
C 0.065 -0.764 -3.109 0.8 1.0 -1.3
C 2.613 -2.551 -5.133 -1.0 -0.6 1.7
H 1.481 -2.150 -2.457 0.2 -0.4 0.0
H -0.167 -2.394 -1.951 -0.1 -1.3 -0.5
H 0.209 -0.210 -2.181 -1.1 0.3 0.1
H -0.882 -0.783 -3.649 -0.3 0.6 0.6
H 0.821 -0.303 -3.745 -0.1 0.1 -0.4
H 3.429 -2.954 -5.733 -0.3 0.3 0.0
H 2.933 -2.101 -4.193 0.7 0.0 -0.1
H 1.914 -1.817 -5.534 0.3 -0.4 -0.8
O -0.737 3.160 2.766 0.2 2.1 -1.5
S -0.853 4.448 2.003 -0.9 0.2 0.6
O -1.447 5.626 2.609 0.8 -2.1 -0.7
O 0.615 4.997 1.488 -4.6 1.2 2.1
C 1.422 4.038 1.017 3.8 -1.8 -0.5
C 2.570 4.833 0.373 -0.2 -1.0 -1.3
C -1.797 4.066 0.415 0.9 0.2 1.2
H 0.866 3.280 0.465 0.2 0.1 -0.9
H 1.880 3.484 1.837 -0.1 -0.2 0.3
H 2.151 5.468 -0.408 0.0 0.5 0.3
H 3.274 4.211 -0.179 0.0 -0.4 0.2
H 3.162 5.364 1.118 -0.4 0.2 0.0
H -2.150 3.036 0.363 0.2 0.1 0.4
H -1.092 4.246 -0.397 -0.3 0.3 -0.1
H -2.639 4.755 0.486 0.2 0.1 -0.3
O -3.892 -1.744 -2.859 -1.2 0.6 2.6
S -4.427 -1.439 -1.518 -0.7 1.5 0.6
O -5.838 -1.027 -1.223 3.9 -1.8 -1.1
O -4.043 -2.696 -0.503 -1.0 2.8 -0.3
C -2.982 -3.599 -0.830 -1.0 -0.5 0.5
C -3.640 -4.677 -1.630 0.8 -1.6 -1.1
C -3.399 -0.027 -0.728 -0.4 -1.0 -0.3
H -2.723 -4.032 0.137 0.2 0.2 0.3
H -2.103 -3.076 -1.207 -0.2 -0.2 -0.5
H -3.620 -4.480 -2.702 -0.2 0.0 0.1
H -4.642 -4.977 -1.325 -0.2 0.9 0.2
H -3.145 -5.634 -1.461 0.6 0.0 -0.3
H -3.300 0.826 -1.400 -0.2 -0.3 -0.3
H -2.409 -0.385 -0.447 -0.1 -0.3 -0.3
H -3.900 0.312 0.178 -0.3 -0.3 -0.1
O 4.463 0.937 -3.257 -0.7 2.6 2.2
S 3.941 1.943 -2.289 -0.4 -1.8 -1.2
O 4.762 2.529 -1.225 -1.0 -0.5 -2.2
O 3.049 3.094 -3.185 2.1 -2.6 2.3
C 3.810 4.061 -3.904 -0.6 0.9 -2.3
C 2.964 5.295 -3.722 0.3 0.8 0.7
C 2.485 1.182 -1.459 0.1 1.6 -0.5
H 3.814 3.841 -4.971 -0.6 -0.7 -0.2
H 4.894 4.124 -3.800 -0.1 0.1 1.5
H 3.102 5.622 -2.692 0.0 0.5 0.0
H 1.903 5.063 -3.806 0.1 -0.3 -0.2
H 3.156 6.106 -4.425 0.3 -0.1 0.1
H 2.573 0.125 -1.208 0.6 0.2 -0.2
H 1.651 1.368 -2.135 0.1 -0.2 0.0
H 2.339 1.817 -0.585 0.0 -0.3 0.1
O -4.190 -2.784 6.097 -0.4 -0.9 -3.8
S -4.090 -3.115 4.654 -0.1 -0.2 1.0
O -3.364 -4.292 4.189 -0.7 0.8 0.7
O -5.585 -3.090 3.909 1.9 -0.3 2.0
C -5.586 -3.556 2.564 -0.1 0.8 -1.9
C -6.729 -2.843 1.808 -0.3 -1.4 0.5
C -3.303 -1.735 3.829 0.3 -1.2 0.3
H -5.655 -4.631 2.401 -0.4 -0.2 0.9
H -4.642 -3.349 2.060 0.2 0.5 0.2
H -7.641 -3.380 2.066 -0.2 0.1 0.0
H -6.576 -3.027 0.745 0.0 0.4 0.0
H -6.937 -1.802 2.058 0.6 0.0 -0.1
H -2.277 -1.752 4.196 -0.3 0.9 1.2
H -3.993 -0.914 4.024 0.8 0.4 -0.4
H -3.008 -2.040 2.826 -1.4 0.3 -0.6
```
Forces are in eV/Å.

E_tot in eV: -173368.518
Orbital gap (alpha / beta) in eV: 6.40 / 5.98
Total charge: +1
Molar mass in g/mol: 902.72
2S+1: 6